{
  "formula": "C22H24FN5S",
  "method": "ωB97M-V/def2-TZVPD",
  "e_tot_ha": -1624.5628,
  "e_above_lowest_kj_mol": 1.2,
  "gap_ev": 8.031,
  "smiles": "CCN(CC)CCSc1nnc2c3cc(F)ccc3n(Cc3ccccc3)c2n1",
  "e_lumo_ha": -0.00808,
  "species": ["C", "H", "H", "H", "C", "N", "C", "C", "H", "H", "S", "C", "N", "N", "C", "C", "N", "N", "C", "C", "C", "C", "C", "C", "H", "F", "H", "H", "C", "C", "C", "C", "C", "C", "C", "H", "H", "H", "H", "H", "H", "H", "H", "H", "C", "C", "H", "H", "H", "H", "H", "H", "H"],
  "xyz": [[-3.33713, -1.52159, 0.77120], [-4.31602, -1.85502, 0.43783], [-3.45020, -1.04839, 1.74247], [-2.68858, -2.38884, 0.87355], [-2.73119, -0.53243, -0.22140], [-3.52636, 0.68066, -0.30927], [-2.75714, 1.90690, -0.28016], [-2.35842, 2.20860, 1.16254], [-1.78749, 1.38837, 1.59222], [-3.24390, 2.39114, 1.76851], [-1.33608, 3.71091, 1.32166], [0.23000, 3.09835, 0.88327], [1.23998, 3.93651, 1.10571], [2.46469, 3.56796, 0.87986], [2.66558, 2.34931, 0.41416], [1.55300, 1.49403, 0.13073], [0.30757, 1.86007, 0.37697], [1.98214, 0.32753, -0.39446], [3.36783, 0.35507, -0.42473], [4.24870, -0.62768, -0.84452], [5.60254, -0.35145, -0.78525], [6.04694, 0.87976, -0.31447], [5.19417, 1.87532, 0.11758], [3.83556, 1.60119, 0.06073], [5.56455, 2.81840, 0.48290], [7.37796, 1.09974, -0.27774], [6.32983, -1.08324, -1.09873], [3.89994, -1.58484, -1.19770], [1.13299, -0.74002, -0.86498], [0.93108, -1.82025, 0.16918], [0.51629, -1.48222, 1.45139], [0.30593, -2.46508, 2.40083], [0.50687, -3.79653, 2.07704], [0.92227, -4.13983, 0.80233], [1.13588, -3.15524, -0.14699], [1.45666, -3.42874, -1.14243], [1.08200, -5.17639, 0.54529], [0.33998, -4.56454, 2.81719], [-0.01868, -2.19205, 3.39370], [0.35766, -0.44436, 1.70495], [0.16735, -0.28625, -1.11267], [1.56769, -1.15869, -1.77695], [-1.84953, 1.85883, -0.90159], [-3.37968, 2.72484, -0.64762], [-4.58267, 0.64478, -1.29895], [-4.13405, 0.77592, -2.75997], [-3.44783, -0.02355, -3.03048], [-4.99920, 0.71878, -3.41509], [-3.63705, 1.72848, -2.92694], [-5.11775, -0.29861, -1.16910], [-5.27908, 1.45595, -1.06570], [-1.73111, -0.26827, 0.12436], [-2.62452, -1.02332, -1.20024]],
  "forces_ev_per_a": [[0.2, 0.1, -0.2], [-0.1, -0.1, 0.0], [0.0, 0.0, 0.1], [0.0, -0.2, 0.0], [-0.2, -0.2, 0.3], [0.0, 0.1, 0.0], [0.1, 0.0, 0.1], [0.4, 0.4, -0.3], [-0.1, -0.1, 0.1], [0.0, 0.0, 0.0], [-0.5, 0.1, 0.2], [0.0, -0.8, -0.3], [-0.7, 0.8, 0.4], [1.1, -0.5, -0.3], [-1.0, -0.3, -0.1], [0.0, 1.0, 0.4], [0.4, -0.2, -0.1], [-0.2, 0.0, -0.1], [0.7, 0.4, 0.1], [-0.1, 0.0, 0.0], [0.1, 0.2, 0.0], [-0.1, 0.0, 0.0], [0.1, -0.3, -0.1], [0.3, -0.4, -0.2], [0.1, 0.1, 0.0], [0.0, 0.0, 0.0], [0.1, -0.1, 0.0], [0.0, -0.1, 0.0], [-0.2, -0.2, 0.0], [0.0, -0.1, -0.1], [0.0, 0.0, 0.0], [0.0, 0.0, 0.0], [0.0, -0.1, 0.0], [0.0, -0.1, 0.0], [0.0, 0.1, 0.0], [0.0, 0.0, -0.1], [0.0, -0.1, 0.0], [0.0, -0.1, 0.1], [0.0, 0.0, 0.1], [0.0, 0.1, 0.0], [0.1, -0.1, -0.1], [-0.1, 0.1, 0.0], [-0.1, 0.1, 0.0], [0.0, 0.0, 0.0], [0.0, 0.0, -0.2], [0.0, -0.1, 0.3], [0.1, -0.1, -0.1], [-0.1, 0.0, -0.1], [0.1, 0.1, -0.1], [-0.1, 0.1, 0.0], [-0.1, -0.1, 0.0], [0.1, 0.0, -0.1], [0.1, 0.1, 0.0]]
}


{
  "formula": "C38H93BIN6O21S2",
  "method": "ωB97M-V/def2-TZVPD",
  "e_tot_ha": -4530.7753,
  "charge": 1,
  "gap_ev": 8.742,
  "e_lumo_ha": -0.10094,
  "species": ["C", "C", "C", "I", "C", "N", "C", "S", "N", "B", "O", "O", "C", "C", "N", "C", "C", "C", "C", "C", "C", "C", "N", "C", "C", "C", "S", "C", "N", "N", "C", "O", "C", "O", "C", "C", "O", "H", "H", "H", "H", "H", "H", "H", "H", "H", "H", "H", "H", "H", "H", "H", "H", "H", "H", "H", "H", "H", "H", "H", "H", "H", "H", "H", "H", "H", "C", "O", "H", "H", "H", "H", "C", "O", "H", "H", "H", "H", "C", "O", "H", "H", "H", "H", "C", "O", "H", "H", "H", "H", "C", "O", "H", "H", "H", "H", "C", "O", "H", "H", "H", "H", "C", "O", "H", "H", "H", "H", "C", "O", "H", "H", "H", "H", "C", "O", "H", "H", "H", "H", "C", "O", "H", "H", "H", "H", "C", "O", "H", "H", "H", "H", "C", "O", "H", "H", "H", "H", "C", "O", "H", "H", "H", "H", "C", "O", "H", "H", "H", "H", "C", "O", "H", "H", "H", "H", "C", "O", "H", "H", "H", "H"],
  "xyz": [[-3.88919, 3.59485, 1.03106], [-2.80152, 3.54819, -0.06344], [-2.29744, 2.12290, -0.44774], [-3.96550, 1.02583, -1.25271], [-1.51315, 1.37744, 0.66768], [-2.12664, 1.19337, 2.00480], [-2.94912, 0.28229, 2.12350], [-4.26761, -0.56227, 2.19343], [-0.41031, 2.37328, 0.98452], [-0.24373, 2.81117, 2.40831], [0.58986, 2.18988, 3.34352], [-0.91153, 3.95817, 2.76270], [-1.50826, 3.92845, 4.08396], [0.70402, 2.12522, 0.21932], [1.77394, 2.85784, 0.26714], [2.97625, 2.54436, -0.53787], [3.93874, 1.74506, 0.39301], [3.98960, 2.13210, 1.74569], [4.79040, 1.44391, 2.66737], [5.53519, 0.34490, 2.20438], [5.49440, -0.01986, 0.86303], [4.69260, 0.66197, -0.07165], [0.42972, 1.01363, -0.53580], [-0.55404, 0.21977, 0.21077], [0.06445, -0.63594, 1.37099], [1.55690, -0.96174, 1.19197], [2.25220, -1.98685, 2.52914], [0.95504, -2.40378, 3.66392], [0.15426, -1.66705, 4.38278], [-0.59184, -2.57717, 5.08851], [-0.23040, -3.77543, 4.79786], [0.78039, -3.73082, 3.85479], [-1.15128, -0.79919, -0.81944], [-0.41511, -2.01733, -0.93660], [-1.20145, -3.15562, -0.89129], [-2.01479, -3.53134, 0.36071], [-1.23396, -3.91896, -1.82864], [-3.54305, 3.31442, 2.03599], [-4.79472, 3.01071, 0.80655], [-4.22101, 4.65868, 1.10695], [-1.98707, 4.21893, 0.25170], [-3.21459, 3.98203, -0.99255], [-1.57639, 2.26866, -1.26935], [0.05901, 1.55593, 3.85506], [-0.93196, 4.60519, 4.73416], [-2.52243, 4.35401, 3.98794], [-1.62638, 2.91367, 4.49166], [1.84413, 3.67439, 0.86068], [2.74130, 1.91892, -1.40973], [3.45902, 3.47885, -0.85681], [3.41393, 2.97097, 2.15071], [4.76988, 1.76590, 3.71303], [6.13195, -0.20208, 2.94242], [6.07408, -0.88738, 0.53564], [4.64453, 0.35998, -1.12558], [1.19214, 0.53174, -0.99800], [-0.55286, -1.53122, 1.54639], [-0.01519, -0.05677, 2.30820], [1.73996, -1.48445, 0.23631], [2.13169, -0.02366, 1.16404], [-0.59024, -4.72282, 5.18919], [-1.22601, -0.34849, -1.82465], [-2.19496, -1.00215, -0.51218], [-2.99514, -3.93845, 0.08488], [-1.49193, -4.27590, 0.97227], [-2.24397, -2.61995, 0.94552], [-5.43649, 8.02667, 1.63548], [-4.38392, 7.13195, 1.27975], [-5.71944, 7.82905, 2.66649], [-5.09807, 9.06149, 1.54783], [-6.30234, 7.86794, 0.98843], [-4.14600, 7.32050, 0.36716], [-4.20084, -1.57341, -4.45187], [-2.95247, -0.91821, -4.26480], [-4.97961, -0.96939, -3.98903], [-4.41582, -1.68041, -5.51769], [-4.18435, -2.56029, -3.98137], [-2.27634, -1.46959, -4.67997], [3.52938, 5.17156, 4.28502], [2.38910, 4.58358, 4.92005], [3.94786, 5.92541, 4.94700], [4.28043, 4.40038, 4.09624], [3.23263, 5.64280, 3.34362], [2.03384, 3.91689, 4.32164], [-1.14462, 1.54962, -5.46089], [-0.08795, 2.20235, -4.75024], [-1.77902, 1.03835, -4.74237], [-1.73988, 2.28589, -6.00634], [-0.72806, 0.81748, -6.15733], [0.46273, 2.64825, -5.40008], [-2.13311, -4.54177, -5.60958], [-1.25949, -3.47153, -5.22810], [-2.37903, -4.43156, -6.66014], [-1.63473, -5.50086, -5.45596], [-3.05085, -4.50207, -5.01727], [-1.05426, -3.59117, -4.29186], [4.39461, -0.95105, -4.22660], [5.00871, -0.01262, -3.33795], [3.93615, -1.73775, -3.63225], [3.62448, -0.45832, -4.82371], [5.14473, -1.39134, -4.88565], [5.40967, 0.67448, -3.87850], [4.37738, 6.82477, -0.92342], [4.56194, 5.78486, 0.04106], [3.35348, 7.18563, -0.84940], [5.06661, 7.64547, -0.72043], [4.55099, 6.43550, -1.92992], [5.47135, 5.48099, -0.03975], [-4.37088, -6.62706, 1.31554], [-3.44510, -5.60045, 1.66355], [-4.74380, -6.43971, 0.31073], [-3.87422, -7.59922, 1.33647], [-5.20816, -6.62199, 2.01731], [-3.13161, -5.79227, 2.55578], [4.47084, -5.41474, 3.64474], [4.71461, -4.06026, 3.28279], [5.41794, -5.87016, 3.92420], [3.78618, -5.46241, 4.49611], [4.04610, -5.96243, 2.79894], [3.86878, -3.66916, 3.03779], [2.10638, -5.33958, -4.61346], [2.25600, -3.97386, -4.98342], [3.07473, -5.71529, -4.29007], [1.39187, -5.43320, -3.78989], [1.76082, -5.92743, -5.46772], [1.38971, -3.65875, -5.26729], [-1.34220, -6.85910, -2.34537], [-1.84437, -8.05493, -1.75021], [-1.89612, -6.01937, -1.94724], [-0.28206, -6.73701, -2.10571], [-1.47440, -6.89619, -3.43116], [-1.34432, -8.79185, -2.11307], [-6.33604, -0.34716, 5.95235], [-5.26435, -1.18089, 5.52235], [-6.49942, -0.52185, 7.01293], [-6.08355, 0.70541, 5.79779], [-7.24997, -0.59123, 5.40466], [-5.12936, -1.01764, 4.58420], [-1.09789, -8.26807, 2.47433], [-1.23326, -7.24911, 3.46678], [-1.97164, -8.91362, 2.51296], [-1.03029, -7.80998, 1.48457], [-0.20287, -8.86141, 2.67308], [-0.44991, -6.69464, 3.40974], [-0.21414, 7.41167, 4.83447], [0.04440, 6.33620, 5.72724], [-1.24033, 7.74178, 4.98183], [0.46230, 8.24578, 5.03926], [-0.08999, 7.08257, 3.79773], [0.95675, 6.05418, 5.58496], [7.03406, 9.97539, -2.04918], [7.23274, 8.93966, -1.08956], [6.00840, 10.32753, -1.96501], [7.71527, 10.80643, -1.85455], [7.20045, 9.59272, -3.05914], [8.14247, 8.64035, -1.17656], [-3.42744, -6.24086, -9.32714], [-2.37514, -5.57975, -8.62734], [-4.05578, -6.74876, -8.59916], [-4.03054, -5.51476, -9.87724], [-3.01548, -6.97703, -10.02088], [-1.82911, -5.13638, -9.28357]],
  "forces_ev_per_a": [[-0.4, 1.0, 0.1], [-0.7, -0.3, 0.3], [-0.1, 0.5, 0.3], [0.0, 0.1, -0.1], [2.0, 1.3, 0.7], [-0.4, -1.7, -1.2], [-1.3, 1.2, -0.1], [1.1, -0.1, 0.3], [2.0, 0.2, 0.0], [-0.8, 1.6, 1.1], [-0.7, -0.3, -0.9], [-0.2, -1.7, -0.4], [-0.3, 1.2, 0.3], [-2.7, -0.9, 0.7], [0.8, 0.2, -1.5], [1.1, -0.9, 1.1], [-0.4, 0.5, -0.1], [0.5, -0.3, 0.4], [-0.4, -0.1, -0.9], [-0.1, 0.5, 0.7], [0.0, -0.3, -0.3], [-0.1, 0.3, 0.7], [1.5, 1.0, 0.6], [-0.4, -2.2, -1.4], [-0.1, 1.0, 0.9], [-0.8, 0.2, -0.6], [0.0, 0.1, 0.5], [0.1, 0.4, -0.6], [0.8, -1.0, -0.7], [-1.2, -0.3, 1.0], [0.8, 1.2, -0.7], [-0.5, -0.4, 0.5], [-1.2, 0.6, 0.2], [-0.3, -0.1, 0.3], [-0.8, -1.6, -0.4], [0.0, 1.7, -0.2], [0.7, 1.2, 0.3], [0.1, 0.0, -0.4], [0.4, 0.0, -0.1], [0.2, -0.7, 0.1], [0.0, -0.5, -0.1], [0.2, -0.2, 0.4], [-0.4, -0.4, 0.2], [0.5, 0.0, 0.2], [-0.2, -0.5, 0.0], [0.4, -0.2, -0.1], [0.3, 0.3, -0.2], [-0.4, -0.1, -0.1], [-0.2, 0.5, 0.2], [-0.4, -0.2, 0.1], [0.1, -0.2, -0.4], [0.2, -0.3, -0.4], [-0.1, 0.0, -0.5], [-0.2, 0.3, 0.1], [0.1, 0.1, 0.4], [-0.2, 0.0, 0.0], [0.3, 0.3, -0.3], [0.1, -0.3, -0.4], [-0.1, 0.0, 0.5], [0.0, -0.4, 0.3], [0.2, 0.3, -0.2], [0.1, -0.1, 0.4], [0.5, -0.1, -0.1], [0.6, -0.1, -0.2], [0.0, 0.3, -0.3], [0.3, -0.6, 0.1], [0.1, 0.0, -0.3], [0.0, -0.1, 0.0], [0.1, -0.1, 0.0], [-0.1, 0.0, 0.1], [-0.1, 0.1, 0.1], [0.0, 0.0, 0.0], [0.3, -0.1, -0.1], [0.0, 0.0, 0.1], [0.1, 0.0, 0.0], [-0.2, -0.1, 0.0], [-0.2, 0.0, 0.0], [0.0, -0.1, -0.1], [-0.3, -0.4, -0.1], [0.1, 0.3, 0.0], [-0.1, 0.0, 0.0], [0.1, 0.2, -0.1], [0.2, 0.1, 0.0], [-0.1, -0.1, 0.2], [0.2, 0.2, 0.0], [0.0, 0.0, 0.1], [0.0, 0.0, 0.0], [-0.1, -0.1, -0.1], [-0.2, 0.0, 0.0], [0.0, 0.0, 0.1], [0.1, 0.1, 0.2], [0.1, 0.2, 0.2], [0.1, 0.0, 0.0], [-0.1, -0.1, -0.1], [0.0, -0.1, 0.0], [0.0, 0.0, 0.1], [0.1, 0.2, -0.1], [-0.1, 0.0, 0.1], [0.0, 0.0, 0.0], [-0.1, -0.1, -0.1], [-0.1, -0.1, 0.0], [0.1, 0.0, 0.1], [0.3, 0.0, 0.1], [-0.2, -0.2, 0.0], [0.0, -0.1, 0.1], [0.0, 0.1, -0.1], [-0.1, 0.2, -0.1], [0.0, 0.0, 0.1], [0.1, 0.0, 0.3], [-0.1, -0.1, 0.1], [0.1, 0.1, 0.0], [-0.1, -0.1, -0.1], [-0.1, -0.1, -0.1], [0.1, -0.1, -0.1], [-0.2, 0.3, -0.1], [0.1, 0.0, 0.1], [0.0, 0.1, 0.0], [0.0, -0.2, 0.0], [0.0, -0.1, 0.1], [0.2, -0.1, -0.1], [-0.2, 0.2, -0.1], [0.0, 0.1, 0.1], [0.0, 0.1, 0.0], [0.0, -0.2, 0.0], [0.0, -0.1, 0.1], [0.0, 0.0, 0.0], [0.0, -0.5, 0.0], [0.0, 0.1, 0.0], [0.0, -0.1, 0.1], [0.0, 0.2, -0.1], [0.1, 0.1, 0.0], [-0.1, 0.0, 0.0], [0.1, 0.0, -0.3], [0.0, 0.0, 0.1], [0.1, 0.0, 0.0], [-0.1, 0.0, 0.1], [-0.1, 0.1, 0.1], [0.0, -0.1, 0.1], [0.3, 0.2, -0.1], [-0.2, 0.2, 0.1], [0.0, 0.1, 0.1], [0.0, -0.2, -0.1], [-0.1, -0.1, -0.1], [0.0, -0.1, 0.0], [0.2, -0.2, 0.1], [-0.1, 0.1, 0.0], [0.0, 0.0, 0.0], [-0.1, 0.1, -0.1], [-0.1, 0.2, -0.1], [0.0, -0.3, 0.0], [0.2, -0.2, 0.0], [-0.1, 0.0, 0.0], [0.0, -0.1, 0.1], [-0.1, 0.1, -0.1], [-0.1, 0.1, -0.1], [0.0, 0.0, 0.1], [0.2, 0.2, -0.1], [-0.1, 0.0, 0.0], [0.1, 0.0, 0.0], [-0.1, -0.1, 0.0], [-0.1, -0.1, 0.0], [0.0, 0.0, 0.1]]
}


{
  "formula": "C20H22MnN7O4PSe",
  "method": "ωB97M-V/def2-TZVPD",
  "e_tot_ha": -5352.6337,
  "multiplicity": 5,
  "s_squared": 6.058,
  "charge": 3,
  "gap_ev": [7.307, 7.459],
  "e_lumo_ha": [-0.35848, -0.35455],
  "species": ["Mn", "O", "C", "N", "C", "O", "C", "C", "C", "C", "C", "N", "C", "C", "C", "C", "C", "N", "H", "H", "H", "H", "H", "H", "H", "H", "N", "C", "P", "O", "O", "C", "N", "H", "H", "H", "H", "H", "H", "H", "H", "H", "H", "Se", "N", "C", "C", "C", "C", "C", "C", "N", "H", "H", "H", "H"],
  "xyz": [[0.62537, 0.30522, 0.14619], [2.91143, -1.99543, 2.39119], [2.49087, -1.06108, 1.74760], [1.19666, -0.57050, 1.74285], [0.20334, -1.00663, 2.63352], [0.34330, -1.79758, 3.52384], [-1.10747, -0.35777, 2.31012], [-2.19762, -0.44956, 3.14226], [-3.38117, 0.16282, 2.74475], [-3.42485, 0.82328, 1.52572], [-2.28704, 0.86980, 0.74032], [-1.14384, 0.28971, 1.12891], [3.33438, -0.34845, 0.73301], [4.70497, -0.45087, 0.69781], [5.38738, 0.21722, -0.31530], [4.66591, 0.93040, -1.26021], [3.28516, 0.97594, -1.16623], [2.63053, 0.35451, -0.17809], [-2.10493, -0.98490, 4.07751], [-4.25659, 0.12620, 3.37964], [-4.32666, 1.31166, 1.18431], [-2.27899, 1.38654, -0.20946], [5.21391, -1.03202, 1.45495], [6.46749, 0.17736, -0.36625], [5.16144, 1.45313, -2.06616], [2.68975, 1.51964, -1.88616], [-1.95265, -4.29968, -1.73295], [-0.50221, -3.93876, -1.92824], [0.01725, -2.98152, -0.41979], [-1.05825, -3.26490, 0.58027], [0.33166, -1.56759, -0.85960], [1.52227, -3.85201, 0.24128], [1.30174, -4.19523, 1.68540], [-2.13713, -4.29814, -0.71183], [-2.18986, -5.20808, -2.13738], [-2.57794, -3.60842, -2.15019], [-0.38882, -3.37504, -2.85018], [0.05686, -4.86793, -2.01910], [2.42767, -3.25780, 0.14907], [1.68018, -4.78086, -0.30437], [0.28874, -4.21672, 1.87796], [1.71192, -3.47748, 2.31622], [1.71110, -5.09788, 1.93170], [-0.40833, 1.37017, -2.97996], [0.13682, 1.62825, -1.26497], [0.25323, 2.94647, -1.05503], [0.65370, 3.57607, 0.15018], [0.71391, 4.93656, 0.16845], [0.39078, 5.74215, -0.97411], [0.00174, 5.18161, -2.14149], [-0.07770, 3.75350, -2.21202], [-0.44012, 3.08885, -3.28932], [0.89909, 2.99923, 1.03632], [1.01489, 5.43983, 1.07838], [0.46262, 6.81715, -0.88330], [-0.24970, 5.76420, -3.01689]],
  "forces_ev_per_a": [[-0.1, -0.5, -0.3], [0.0, 0.0, 0.0], [0.0, 0.0, 0.0], [0.0, -0.1, 0.1], [0.0, 0.0, 0.1], [0.0, -0.1, -0.1], [0.0, -0.1, 0.0], [0.0, 0.0, 0.0], [0.0, 0.0, 0.0], [0.0, 0.0, 0.0], [0.0, 0.0, 0.0], [0.1, 0.2, 0.1], [0.0, 0.0, 0.0], [0.0, 0.0, 0.0], [0.0, 0.0, 0.0], [0.0, 0.0, 0.0], [0.0, 0.0, 0.0], [0.0, 0.2, 0.1], [0.0, 0.0, 0.0], [0.0, 0.0, 0.0], [0.0, 0.0, 0.0], [0.0, 0.0, 0.0], [0.0, 0.0, 0.0], [0.0, 0.0, 0.0], [0.0, 0.0, 0.0], [0.0, 0.0, 0.0], [0.0, 0.0, 0.0], [0.0, 0.0, 0.0], [-0.1, 0.0, 0.0], [0.0, 0.0, 0.0], [0.1, 0.1, 0.0], [0.0, 0.0, 0.0], [-0.1, 0.1, 0.1], [0.0, 0.0, 0.0], [0.0, 0.0, 0.0], [0.0, 0.0, 0.0], [0.0, 0.0, 0.0], [0.0, 0.0, 0.0], [0.0, 0.0, 0.0], [0.0, 0.0, 0.0], [0.0, 0.0, 0.0], [0.1, 0.1, -0.1], [0.0, 0.0, 0.0], [0.0, 0.0, 0.0], [0.0, 0.1, 0.1], [0.0, 0.0, -0.1], [0.0, 0.0, 0.0], [0.0, 0.0, 0.0], [0.0, 0.0, 0.0], [0.0, 0.0, 0.0], [0.0, 0.0, 0.0], [0.0, 0.0, 0.0], [0.0, 0.0, 0.0], [0.0, 0.0, 0.0], [0.0, 0.0, 0.0], [0.0, 0.0, 0.0]]
}